(1)
DFT (ωB97M-V with the def2-TZVPD basis set) results for 7 unconnected molecules or ions with the total composition C27H71N6O11 at a distorted geometry.

Properties
relative energy (zero: lowest compared OMol25 entry of this formula, charge and spin)	0.000	eV
M	655.90	u
LUMO	0.090	hartree
HOMO level	-5.9355	eV
frontier orbital gap	8.4	eV

```
! wB97M-V def2-TZVPD RIJCOSX def2/J DEFGRID3
* xyz -1 1
N 0.712 1.911 0.467
O 0.250 3.008 0.802
O 1.300 1.815 -0.627
O 0.312 0.914 1.021
C -3.316 2.973 0.054
C -4.394 2.147 -0.648
C -5.677 2.946 -1.023
O -3.792 1.593 -1.847
H -3.610 3.229 1.072
H -3.020 3.900 -0.437
H -2.399 2.405 0.211
H -4.821 1.396 0.017
H -5.463 3.838 -1.611
H -6.162 3.352 -0.135
H -6.422 2.379 -1.581
H -3.036 1.035 -1.650
C 1.234 -2.433 4.480
O 0.157 -2.384 3.570
C -0.576 -1.160 3.598
C -1.625 -1.142 2.479
N -2.374 -2.346 2.716
C -3.157 -2.648 1.563
C -4.152 -1.543 1.010
O -5.082 -2.266 0.152
C -6.051 -1.497 -0.477
H 1.701 -3.409 4.613
H 1.024 -2.125 5.504
H 2.050 -1.804 4.124
H 0.072 -0.320 3.350
H -0.989 -0.980 4.591
H -1.112 -1.120 1.517
H -2.201 -0.217 2.455
H -1.681 -3.081 2.721
H -3.795 -3.462 1.906
H -2.492 -3.027 0.786
H -3.661 -0.790 0.394
H -4.642 -1.017 1.830
H -5.754 -0.990 -1.396
H -6.429 -0.732 0.201
H -6.959 -2.086 -0.611
C 2.869 -1.032 0.610
O 3.832 -2.047 0.371
C 4.814 -1.568 -0.550
C 5.753 -2.673 -1.002
N 5.086 -3.440 -2.062
C 5.843 -4.687 -2.244
C 4.916 -5.630 -2.986
O 3.907 -6.078 -2.161
C 2.943 -6.755 -2.927
H 3.314 -0.195 1.149
H 1.943 -1.370 1.076
H 2.518 -0.575 -0.315
H 5.429 -0.784 -0.109
H 4.382 -1.089 -1.429
H 6.026 -3.344 -0.188
H 6.633 -2.153 -1.382
H 4.123 -3.573 -1.791
H 6.009 -5.149 -1.271
H 6.788 -4.713 -2.786
H 5.522 -6.455 -3.360
H 4.450 -5.143 -3.843
H 3.288 -7.384 -3.748
H 2.250 -6.015 -3.326
H 2.333 -7.415 -2.310
C -1.037 4.312 3.907
C 0.160 3.974 4.785
C 0.863 2.664 4.430
O 1.958 2.440 5.341
C 2.365 1.094 5.458
N 1.018 5.072 4.539
H -1.339 5.332 4.143
H -1.961 3.746 4.020
H -0.745 4.144 2.871
H -0.193 4.075 5.811
H 1.269 2.712 3.420
H 0.066 1.922 4.384
H 3.408 1.046 5.770
H 2.465 0.664 4.462
H 1.718 0.479 6.083
H 0.430 5.877 4.378
H 1.583 5.023 3.703
C -0.235 2.537 -4.353
C 0.117 3.721 -3.563
C -0.826 4.213 -2.434
O -0.520 5.546 -2.104
C -1.072 6.579 -2.932
N 1.432 3.613 -2.994
H 0.626 2.210 -4.935
H -1.081 2.633 -5.034
H -0.402 1.634 -3.766
H 0.254 4.549 -4.259
H -0.847 3.583 -1.545
H -1.843 4.117 -2.813
H -0.980 7.535 -2.415
H -2.122 6.406 -3.165
H -0.414 6.679 -3.795
H 1.455 2.815 -2.375
H 2.119 3.407 -3.706
C -1.473 -1.366 -3.281
C -1.337 -1.201 -1.758
C -0.140 -2.014 -1.185
O -0.193 -3.416 -1.476
C 1.073 -4.119 -1.194
N -1.218 0.156 -1.406
H -0.626 -1.071 -3.901
H -2.327 -0.843 -3.710
H -1.738 -2.406 -3.473
H -2.254 -1.553 -1.284
H 0.041 -1.782 -0.135
H 0.759 -1.677 -1.701
H 1.745 -3.946 -2.035
H 0.919 -5.176 -0.977
H 1.504 -3.697 -0.286
H -0.256 0.340 -1.654
H -1.111 0.417 -0.437
*
```

***

(2)
DFT (ωB97M-V with the def2-TZVPD basis set) results for 8 unconnected molecules or ions with the total composition C27H72ClN10O15 at a distorted geometry.

Properties
relative energy (zero: lowest compared OMol25 entry of this formula, charge and spin)	0.751	eV
M	812.38	u
LUMO	0.064	hartree
HOMO level	-6.2303	eV
frontier orbital gap	8.0	eV

```
! wB97M-V def2-TZVPD RIJCOSX def2/J DEFGRID3
* xyz -1 1
Cl -0.529 0.366 0.186
O -1.375 1.064 -0.786
O -0.748 -1.076 0.223
O 0.803 0.481 -0.282
O -0.616 0.870 1.488
C 1.619 2.825 -5.664
O 1.405 1.957 -4.561
C 0.028 1.742 -4.193
C -0.336 0.228 -4.227
N -0.270 -0.502 -5.531
C 1.029 -0.834 -6.107
C 0.995 -1.893 -7.187
O 0.878 -1.482 -8.560
C -0.339 -0.811 -8.897
H 1.269 2.365 -6.588
H 2.702 2.749 -5.750
H 1.166 3.815 -5.621
H -0.580 2.257 -4.936
H -0.158 2.169 -3.207
H -1.342 0.189 -3.807
H 0.140 -0.242 -3.366
H -0.934 -1.261 -5.473
H 1.723 -1.156 -5.331
H 1.506 0.090 -6.434
H 0.207 -2.595 -6.915
H 1.977 -2.360 -7.263
H -0.122 -0.242 -9.801
H -0.551 -0.072 -8.124
H -1.160 -1.518 -9.019
C -4.389 5.858 3.987
O -3.896 4.838 4.851
C -4.102 3.504 4.467
C -3.099 3.120 3.389
N -3.397 1.930 2.588
C -4.603 2.127 1.879
C -4.778 1.127 0.686
O -5.069 -0.200 1.224
C -5.262 -1.258 0.324
H -3.856 5.718 3.046
H -4.266 6.881 4.345
H -5.441 5.606 3.860
H -5.141 3.272 4.234
H -3.856 2.942 5.368
H -2.093 3.072 3.806
H -2.980 3.891 2.628
H -2.563 1.840 2.027
H -4.692 3.096 1.387
H -5.458 2.116 2.554
H -3.799 1.099 0.207
H -5.526 1.472 -0.028
H -5.292 -2.099 1.018
H -4.407 -1.215 -0.350
H -6.154 -1.098 -0.280
C 7.546 -0.614 -1.185
O 6.235 -1.211 -1.357
C 5.544 -0.819 -2.493
C 4.026 -1.021 -2.527
N 3.747 -2.500 -2.395
C 2.296 -2.636 -2.126
C 2.000 -4.101 -1.592
O 2.630 -4.222 -0.350
C 2.062 -3.445 0.680
H 7.669 -0.853 -0.129
H 7.537 0.476 -1.162
H 8.384 -1.035 -1.741
H 6.079 -1.323 -3.299
H 5.711 0.258 -2.528
H 3.768 -0.693 -3.534
H 3.555 -0.466 -1.715
H 4.347 -3.013 -1.765
H 1.658 -2.561 -3.006
H 1.957 -1.874 -1.423
H 2.403 -4.845 -2.279
H 0.927 -4.294 -1.622
H 2.376 -3.738 1.682
H 0.975 -3.451 0.592
H 2.512 -2.470 0.492
C -0.667 5.995 5.245
O 0.450 5.337 4.648
C 0.241 3.943 4.357
C 1.635 3.399 3.925
N 1.634 1.979 3.638
C 2.945 1.353 3.802
C 2.973 -0.016 3.125
O 4.299 -0.565 3.311
C 4.296 -1.923 2.862
H -1.476 6.166 4.535
H -0.247 6.905 5.675
H -0.991 5.320 6.037
H -0.398 4.016 3.477
H -0.250 3.430 5.184
H 2.342 3.523 4.745
H 2.067 3.938 3.082
H 1.207 1.765 2.748
H 3.053 1.182 4.873
H 3.759 1.987 3.450
H 2.615 -0.050 2.095
H 2.245 -0.722 3.526
H 5.316 -2.305 2.817
H 4.101 -1.908 1.790
H 3.727 -2.616 3.481
C -0.604 0.161 5.881
O -1.437 -0.490 6.485
N -0.962 0.730 4.771
N 0.660 0.363 6.087
H -0.286 0.979 4.064
H -1.855 0.559 4.331
H 0.813 0.487 7.077
H 1.222 0.835 5.392
C -2.206 -3.299 -3.236
O -2.394 -2.697 -4.298
N -2.025 -4.587 -3.253
N -2.124 -2.859 -1.981
H -1.875 -5.114 -2.404
H -2.051 -5.040 -4.155
H -1.892 -3.620 -1.360
H -2.099 -1.870 -1.777
C -3.528 -4.776 1.588
O -4.155 -4.502 2.583
N -3.619 -5.873 0.922
N -2.683 -3.933 1.036
H -4.397 -6.478 1.146
H -2.904 -6.023 0.225
H -2.556 -3.014 1.434
H -2.132 -4.379 0.316
*
```

***

Which of these has the lowest LUMO? C27H72ClN10O15

***

Which formula does entry 1 have? C27H71N6O11

***

Which of these has the highest relative energy (zero: lowest compared OMol25 entry of this formula, charge and spin)? C27H72ClN10O15

***

Number 1 is which compound? C27H71N6O11